This record from the Open Molecules 2025 dataset describes a cluster of 14 separate species, C38H94N14O24 in total. The level of theory is ωB97M-V/def2-TZVPD.

Atoms and positions in Å:
1 O -6.39 -0.08 -3.03
2 O -3.07 0.00 5.38
3 O -1.55 1.27 2.35
4 O 4.84 0.37 -0.95
5 O -2.86 -3.14 -2.14
6 O -1.38 -4.50 -1.50
7 O -3.54 -0.36 1.55
8 O 4.08 -4.82 1.81
9 O 1.62 1.93 -1.30
10 O -3.13 2.44 3.09
11 O -4.31 -0.01 -3.27
12 O 3.91 -2.83 2.24
13 O 1.12 -7.44 -0.23
14 O 1.90 -2.68 -1.90
15 O 1.11 3.67 -2.53
16 O 2.61 -2.71 -3.87
17 O 5.82 -3.69 2.50
18 O -0.25 -1.33 1.58
19 O -1.17 2.79 3.79
20 O -5.47 -0.76 -4.87
21 O -0.10 1.98 -2.37
22 O -2.22 -3.53 -7.29
23 O -1.69 -4.13 -3.57
24 O 1.06 -1.30 -3.28
25 N 4.94 1.47 -3.03
26 N -0.05 -0.45 -0.71
27 N -5.36 -0.32 -3.74
28 N 1.87 -2.21 -3.03
29 N -2.04 -3.97 -2.40
30 N 4.63 -3.78 2.16
31 N 1.81 -5.07 -0.19
32 N 0.91 2.53 -2.10
33 N -0.97 -1.08 5.90
34 N -6.38 -1.36 0.28
35 N 7.71 0.34 2.58
36 N -2.88 -2.43 -5.34
37 N -3.96 4.00 -1.28
38 N -1.94 2.23 3.04
39 C -3.05 -2.84 -6.76
40 C 9.63 1.20 3.92
41 C 10.13 0.26 2.90
42 C -5.43 4.51 -1.13
43 C 4.92 1.50 -1.51
44 C 8.24 1.54 3.51
45 C -3.10 4.52 -0.11
46 C 8.89 -0.69 2.65
47 C -1.62 -0.38 -0.81
48 C -5.15 -1.56 -0.65
49 C -4.83 -0.04 2.00
50 C 3.10 1.72 3.98
51 C 0.98 -6.36 -2.40
52 C -1.60 4.08 -0.13
53 C 3.86 0.64 -3.69
54 C 0.12 -0.23 5.27
55 C -2.40 -1.01 5.34
56 C 0.48 -0.97 0.71
57 C 4.09 0.59 3.95
58 C -3.70 4.65 -2.67
59 C -4.96 4.35 -3.47
60 C -6.11 4.46 -2.49
61 C 1.27 -6.41 -0.87
62 C 1.86 -0.54 1.02
63 C -7.22 -0.15 -0.21
64 C -4.35 -2.55 -7.45
65 C -2.74 -2.18 4.46
66 C -5.79 -1.20 1.75
67 C 7.55 0.77 1.10
68 C -1.75 -1.37 -5.14
69 C -7.31 -2.62 0.27
70 C 0.56 4.32 1.07
71 C -3.71 2.45 -1.37
72 C 4.73 2.79 -0.75
73 C -0.83 4.87 0.92
74 C 0.91 -4.57 0.96
75 C 5.16 0.77 2.95
76 C 6.40 -0.20 3.20
77 H 3.65 2.57 4.37
78 H -4.80 0.28 3.04
79 H -2.70 2.24 -1.74
80 H -4.42 -1.63 -8.04
81 H 3.92 0.71 -4.78
82 H -4.39 -2.11 -0.10
83 H 0.75 -5.50 1.51
84 H 3.96 3.34 -1.27
85 H -2.09 -2.35 3.61
86 H -3.35 5.57 0.07
87 H 0.18 0.47 -1.08
88 H 7.60 1.73 4.37
89 H 2.71 2.06 3.02
90 H 4.88 0.65 1.91
91 H 8.35 2.40 2.86
92 H -2.84 4.22 -3.18
93 H -8.27 -2.43 0.75
94 H 7.13 -0.05 0.51
95 H 4.86 2.38 -3.45
96 H -2.93 -3.11 5.00
97 H 4.48 0.46 4.96
98 H 3.52 -0.31 3.76
99 H 11.06 -0.30 2.96
100 H -3.56 4.05 0.76
101 H -7.90 -0.44 -1.01
102 H -7.87 0.34 0.52
103 H -6.69 -1.00 2.34
104 H 0.18 -7.08 -2.56
105 H -0.19 0.80 5.41
106 H 1.73 -4.30 -0.83
107 H 1.08 -0.40 5.76
108 H -5.44 -2.21 1.97
109 H 3.88 -0.41 -3.43
110 H 4.41 2.52 0.26
111 H 10.34 0.79 1.97
112 H 9.78 0.91 4.96
113 H -6.74 -3.43 0.74
114 H -2.66 -3.24 -4.79
115 H -2.05 0.55 -0.43
116 H -1.38 4.84 1.86
117 H 2.68 -1.04 0.50
118 H -5.52 -2.09 -1.53
119 H 5.69 3.31 -0.67
120 H 0.64 -5.36 -2.68
121 H -1.68 -1.19 -4.07
122 H 1.90 -6.72 -2.84
123 H 1.27 4.71 1.80
124 H 6.88 1.62 1.00
125 H 5.58 1.77 2.94
126 H 0.04 -4.03 0.61
127 H -4.55 -3.27 -8.23
128 H -3.80 -2.24 -4.96
129 H -0.77 5.93 0.66
130 H -3.99 1.98 -0.42
131 H -4.71 -0.58 -0.83
132 H -5.40 5.55 -0.80
133 H -4.36 2.04 -2.14
134 H -0.67 -2.04 5.83
135 H -3.68 -2.06 3.91
136 H -5.96 3.94 -0.38
137 H -3.54 5.72 -2.66
138 H 2.26 1.56 4.66
139 H -1.80 -0.44 -1.88
140 H -2.93 0.29 1.89
141 H -0.84 -1.88 -5.47
142 H 2.90 1.10 -3.43
143 H 0.28 -0.49 4.22
144 H -1.64 3.03 0.16
145 H 9.06 -1.18 1.69
146 H 6.32 -1.17 2.70
147 H 1.06 4.34 0.11
148 H 0.41 3.30 1.41
149 H 1.60 -3.92 1.49
150 H -5.18 5.02 -4.30
151 H 8.54 0.91 0.67
152 H 5.86 1.12 -3.25
153 H -5.23 -2.54 -6.81
154 H 0.29 -0.98 -1.50
155 H -1.19 4.25 -1.12
156 H -6.82 3.64 -2.61
157 H -7.50 -2.83 -0.79
158 H 1.97 0.54 1.08
159 H -2.01 -0.47 -5.70
160 H -6.69 5.37 -2.63
161 H 2.79 -5.13 0.06
162 H 6.65 -0.41 4.24
163 H -1.99 -1.31 -0.38
164 H 1.96 -1.03 1.99
165 H -5.07 0.82 1.38
166 H 8.65 -1.39 3.45
167 H -1.19 -0.94 6.88
168 H -6.56 0.68 -0.46
169 H 10.27 2.08 3.88
170 H -4.89 3.36 -3.93

Its multiplicity is 1. For the total energy, the calculation gives -4075.1669 Eh. As for the total charge: +2. Its frontier orbital gap is 6.579 eV.